No. 1
82
Properties=species:S:1:pos:R:3 method="wB97M-V/def2-TZVPD" homo_lumo_gap_ev=7.722 charge=0 homo_energy_ev=-7.66 e_tot_ha=-2522.88463 multiplicity=1
C -0.319 6.550 0.847
C 0.578 5.817 0.468
C 1.817 4.959 0.095
C 1.515 3.495 -0.397
C 2.315 3.037 -1.606
O 3.248 3.903 -2.248
C 2.180 1.665 -2.157
C 1.229 0.738 -1.483
C 0.373 1.094 -0.283
C 0.559 2.525 0.234
C -0.273 2.934 1.508
C -1.748 3.478 1.237
N -2.310 3.175 -0.102
C -2.010 4.219 -1.121
C -2.867 5.577 -0.939
C -3.760 3.054 -0.085
C -4.460 2.276 -1.298
O -4.510 3.531 0.760
N -0.510 0.103 0.334
P -2.103 -0.016 -0.434
C -3.318 -0.578 0.932
C -3.352 0.404 2.176
C -2.197 -1.419 -1.693
C -3.744 -1.823 -1.932
C 0.125 -1.196 0.521
C 0.021 -1.946 1.840
C -0.716 -1.365 3.069
C -1.072 -0.829 4.114
C 0.664 -3.295 2.048
C 0.566 -4.034 3.464
O 1.628 -3.603 4.355
N 2.839 -3.916 3.761
O 3.650 -3.223 4.283
C 1.412 -3.984 0.952
C 1.543 -3.274 -0.364
C 2.345 -3.926 -1.582
C 3.858 -3.404 -1.571
O 4.706 -4.421 -1.023
C 5.044 -5.420 -2.005
C 6.242 -6.344 -1.528
C 0.932 -1.924 -0.546
S 1.113 -0.989 -2.130
H -1.120 7.111 1.397
H 2.429 5.543 -0.668
H 2.506 4.863 1.001
H 4.046 3.989 -1.683
H 2.782 1.321 -3.043
H -0.301 2.040 2.208
H 0.284 3.753 2.076
H -2.424 2.954 1.990
H -1.886 4.584 1.431
H -0.908 4.421 -1.267
H -2.368 3.794 -2.121
H -2.314 6.473 -1.340
H -3.189 5.733 0.143
H -3.845 5.429 -1.508
H -5.145 3.042 -1.795
H -5.126 1.444 -0.935
H -3.695 1.971 -2.065
H -2.924 -1.593 1.287
H -4.357 -0.679 0.506
H -2.322 0.841 2.307
H -4.059 1.283 2.013
H -3.675 -0.091 3.146
H -1.650 -1.206 -2.660
H -1.708 -2.365 -1.274
H -3.990 -2.775 -1.364
H -3.860 -2.038 -3.036
H -4.414 -0.961 -1.644
H -1.412 -0.715 5.176
H 0.701 -5.137 3.231
H -0.465 -3.808 3.880
H 1.876 -4.990 1.142
H 1.771 -3.606 -2.513
H 2.300 -5.048 -1.446
H 3.888 -2.510 -0.874
H 4.128 -3.080 -2.620
H 4.132 -6.095 -2.131
H 5.300 -4.965 -3.013
H 7.256 -5.870 -1.663
H 6.213 -7.339 -2.072
H 6.058 -6.559 -0.425

No. 2
9
Properties=species:S:1:pos:R:3 method="wB97M-V/def2-TZVPD" homo_lumo_gap_ev=8.973 charge=-1 homo_energy_ev=-4.37 e_tot_ha=-392.07519 relative_energy_kj_mol=375.33 multiplicity=1
O -1.686 -1.290 -1.053
C -1.062 -0.549 -0.296
O -1.448 0.331 0.527
C 0.465 -0.631 -0.279
N 1.073 0.579 0.607
N 0.093 1.506 1.152
N 0.703 1.940 0.182
H 1.009 -0.514 -1.124
H 0.854 -1.372 0.285

No. 3
27
Properties=species:S:1:pos:R:3 method="wB97M-V/def2-TZVPD" homo_lumo_gap_ev="7.710 / 4.762" charge=+3 homo_energy_ev="-21.55 / -20.07" e_tot_ha=-1424.59743 relative_energy_kj_mol=0.00 multiplicity=1
O -0.031 0.085 -5.722
C -0.038 0.085 -4.571
Tl -0.050 0.091 -2.300
O -1.885 -2.889 -1.570
C -1.394 -1.964 -1.974
C 1.245 2.191 -1.892
O 1.776 3.151 -1.522
C -2.070 1.308 -1.826
O -3.053 1.892 -1.676
C 2.101 -1.055 -1.912
O 2.990 -1.700 -1.617
C -0.973 2.383 1.158
O -1.378 1.070 0.809
P -0.708 -0.556 1.094
O -0.502 -0.487 2.615
C 0.458 0.204 3.401
O 0.934 -1.228 0.715
C 0.825 -2.692 0.579
H -1.475 3.108 0.508
H 0.112 2.521 1.008
H -1.313 2.627 2.174
H 1.209 0.742 2.812
H -0.109 0.894 4.022
H 0.977 -0.470 4.076
H 1.734 -3.261 0.834
H 0.020 -3.075 1.233
H 0.597 -2.974 -0.455

No. 4
10
Properties=species:S:1:pos:R:3 method="wB97M-V/def2-TZVPD" homo_lumo_gap_ev=7.262 charge=-1 homo_energy_ev=-4.37 e_tot_ha=-1588.54154 relative_energy_kj_mol=0.00 multiplicity=1
C 1.468 -0.753 1.154
C 1.551 -1.866 0.455
N -0.162 1.078 -1.708
O -1.249 1.587 -1.814
Cl 1.945 2.456 0.708
Cl 2.247 -3.334 0.963
Cl 0.906 -1.815 -1.099
H 0.890 0.155 0.856
H 1.907 -0.584 2.131
H 0.141 1.071 -0.717